Density functional theory data (the ωB97M-V functional and the def2-TZVPD basis) for a cluster of 7 separate species, C24H72BF4N6O6 in total at a distorted geometry.

Geometry as ORCA input:
```
! wB97M-V def2-TZVPD RIJCOSX def2/J DEFGRID3
* xyz 5 1
H -13.5050 -18.0346 14.3519
C -15.9571 -13.8305 10.9876
H -16.7105 -16.7830 23.4353
H -17.3086 -15.1165 9.8413
C -17.7720 -15.9214 15.1688
H -17.3661 -16.9252 15.0435
H -18.0693 -14.0123 10.8161
H -15.0574 -12.1063 10.0384
C -17.3219 -8.0983 19.7689
H -21.1381 -14.2279 22.2515
H -12.8368 -17.3236 19.1488
C -13.4276 -17.0792 14.8709
H -13.9970 -17.8630 20.2226
H -14.2792 -16.5357 14.4615
H -22.4621 -17.5933 14.6752
C -15.9864 -12.6747 9.9917
H -14.7630 -12.8023 12.2070
F -15.9113 -12.4540 17.4012
H -18.0277 -15.9193 16.2284
H -15.2920 -16.3678 16.8767
H -12.7620 -13.8184 16.3726
H -15.7450 -18.2128 18.6121
C -11.7416 -13.7226 16.7437
H -18.5411 -5.2838 19.5605
C -18.2181 -14.7653 22.1236
H -18.3833 -14.4525 23.1546
H -13.6098 -9.6895 20.4350
H -16.4453 -8.7352 19.8877
H -16.9904 -10.0919 17.8624
H -19.6343 -14.2144 19.0345
H -18.9426 -15.5385 19.5877
H -13.0429 -13.7903 19.3058
H -13.6011 -11.6838 17.5464
H -18.3564 -16.4855 24.1701
O -20.8337 -16.8290 13.4456
H -18.5412 -9.9584 17.3197
H -20.4467 -16.7636 15.4464
C -18.9725 -15.7207 14.2319
H -17.6462 -6.1398 21.7904
C -16.7939 -6.6581 19.8137
O -12.4170 -10.6383 18.8993
H -16.2070 -7.0342 21.8591
F -14.5514 -14.0720 17.9445
N -17.6969 -5.5964 19.1026
H -12.4900 -16.6176 14.5614
H -14.4859 -10.3113 19.0028
H -16.1366 -5.3819 21.2728
C -22.0229 -17.5896 13.6777
H -20.4119 -14.3333 13.7484
H -21.8805 -18.6004 13.2956
H -17.2813 -15.3767 11.4180
C -13.9195 -17.3313 19.2743
H -19.4419 -17.8311 14.4399
H -16.7248 -11.9247 10.2751
F -16.7489 -14.4809 17.8131
O -13.5028 -17.3792 16.2771
H -15.4872 -17.8587 16.1638
H -13.9634 -11.3378 20.1393
H -17.9797 -6.0139 18.2274
H -15.5081 -11.4443 14.3829
H -11.2728 -14.6881 16.9341
H -21.3479 -14.5849 20.5883
H -18.0457 -14.2490 19.3710
H -15.8592 -6.7172 19.2560
H -18.6672 -15.7081 13.1856
C -14.8068 -17.3432 16.8417
H -17.8943 -17.9380 23.1845
H -15.3984 -14.1292 13.0720
C -15.7028 -13.3128 12.4172
H -14.2012 -20.1389 18.8095
H -11.2425 -13.3334 15.8563
N -12.0442 -13.6433 19.2728
N -19.6390 -14.3651 14.3978
H -10.6711 -12.4883 18.1273
H -14.5280 -19.9716 17.2138
C -13.6104 -10.4354 19.6402
B -15.8324 -13.5806 18.1669
H -20.5440 -15.7675 21.7205
C -19.2559 -14.1723 21.1462
H -19.2210 -13.0833 21.1159
O -18.0102 -8.3537 18.5435
H -12.1787 -10.9567 16.9670
H -14.3270 -16.3238 19.3577
H -17.1880 -11.6439 14.7320
H -15.1755 -14.5334 10.6994
H -16.9155 -15.2578 15.0500
H -16.1041 -12.9877 14.8765
H -22.7776 -17.2010 12.9940
C -16.7211 -6.3013 21.2372
C -20.6507 -14.7269 21.4140
C -19.9426 -16.8640 14.4852
H -20.0191 -14.2444 15.3258
H -17.2602 -4.7228 18.8457
O -16.7341 -12.5268 12.9686
O -18.2285 -16.2169 22.1480
C -12.5640 -11.5021 17.8285
H -11.6688 -13.1040 20.0398
H -16.0323 -12.9506 8.9382
C -11.6835 -12.8751 18.0114
H -18.0138 -8.4115 20.5508
C -14.7312 -18.0746 18.2363
N -18.9536 -14.5358 19.7079
C -17.9536 -9.7133 18.2044
H -13.1280 -19.3477 17.8970
N -14.1162 -19.5184 18.0171
C -16.3430 -12.1314 14.2458
C -17.7913 -16.8610 23.3170
H -11.4917 -14.4863 19.3377
H -19.0017 -13.5925 14.2679
N -17.2806 -14.6373 10.7300
H -17.2357 -14.3881 21.8394
H -18.0802 -10.3001 19.1142
F -16.0159 -13.2496 19.5064
*
```

Results
Energy relative to the best compared isomer or geometry (same formula, charge and spin) ... 3.8176 eV


Density functional theory data (the ωB97M-V functional and the def2-TZVPD basis) for an isolated molecule of C6H10FN at a distorted geometry.

Geometry as ORCA input:
```
! wB97M-V def2-TZVPD RIJCOSX def2/J DEFGRID3
* xyz 0 1
H -0.0763 1.6643 2.3746
C 0.7496 0.9491 2.4403
H 0.2596 -1.4619 -3.2547
H 1.2865 1.0233 3.2944
N 1.5651 1.0519 1.1543
C -0.7994 -0.3150 -1.4506
H -0.9219 1.1146 0.2189
H 1.5095 -0.6831 0.1441
H -0.7692 -0.7926 1.8930
F -2.0642 -0.0042 -2.0225
H 1.3067 2.0362 0.9417
H 0.7540 -1.6194 -1.4367
H -0.6547 -2.3922 -2.1444
H 0.7941 -1.2419 2.4340
C 0.2196 -0.4042 1.8969
C 0.8778 0.0294 0.4768
C -0.3674 0.3948 -0.3214
C 0.0088 -1.4828 -2.0990
*
```

Results
Energy relative to the best compared isomer or geometry (same formula, charge and spin) ... 2.8630 eV
SMILES ... C/C(F)=C\[C@@H]1CCN1


Density functional theory data (the ωB97M-V functional and the def2-TZVPD basis) for an isolated molecule of C4H10BN at a distorted geometry.

Geometry as ORCA input:
```
! wB97M-V def2-TZVPD RIJCOSX def2/J DEFGRID3
* xyz 0 1
H -1.3718 -2.7136 -0.4839
H 1.8555 1.9366 -0.2626
C 0.9292 1.4525 -0.2481
C -0.4571 -0.1521 1.1425
H 0.1209 2.2035 -0.4475
H -1.4983 -0.0537 1.5604
H 0.1145 -0.9991 1.6011
H 1.3431 0.8707 1.8594
B -0.2087 -0.6583 -0.2900
H -1.7538 -1.3284 -1.6057
H -0.0706 1.9135 1.6150
C -0.9215 -1.8642 -1.1071
N 0.7123 0.1954 -0.8985
H 0.9955 0.1892 -1.8519
C 0.4973 1.0826 1.2570
H -0.2866 -2.0747 -1.8401
*
```

Results
Energy relative to the best compared isomer or geometry (same formula, charge and spin) ... 0.1329 eV
SMILES ... CB1CCCN1


Density functional theory data (the ωB97M-V functional and the def2-TZVPD basis) for a cluster of 2 separate species, C4H7BrN2O2 in total at a distorted geometry.

Geometry as ORCA input:
```
! wB97M-V def2-TZVPD RIJCOSX def2/J DEFGRID3
* xyz 0 1
H 1.0957 0.0272 1.6816
N 1.1757 -0.8632 -0.1812
H -1.5605 -2.3510 0.6879
C 1.4639 -0.9697 -1.4535
O -2.3195 1.9061 -1.0500
C 1.6333 -0.0328 0.7530
C -1.0244 -1.4768 0.3283
H -1.3573 -1.2272 -0.6829
N -1.2494 2.4499 0.9501
H 2.1364 -0.2720 -1.9083
Br 2.4512 1.5802 0.2030
H 1.0852 -1.8130 -1.9924
H -1.2102 -0.6276 0.9921
O 0.3386 -1.8599 0.3397
H -0.8636 3.2340 1.4306
C -1.7951 2.2955 -0.0979
*
```

Results
Energy relative to the best compared isomer or geometry (same formula, charge and spin) ... 2.9503 eV


Density functional theory data (the ωB97M-V functional and the def2-TZVPD basis) for a structure of composition C8H18NSi at a distorted geometry.

Geometry as ORCA input:
```
! wB97M-V def2-TZVPD RIJCOSX def2/J DEFGRID3
* xyz 1 1
H -0.4457 -0.5845 3.2268
H 2.8717 0.8833 -1.8522
C -1.4341 -2.0946 -0.2752
H -2.0351 -1.6969 -1.0277
H -3.1384 0.5637 0.7209
H -2.9023 -0.0316 2.2128
H 0.6516 1.2991 -3.3039
H -0.1266 -2.2720 2.6345
C 0.0911 -1.2921 2.4024
Si -1.0237 -0.6967 0.9154
H -1.9069 -2.8151 0.2944
C 1.9436 0.3997 -1.7357
C 0.3155 0.4643 0.1456
H 1.7983 2.1977 0.1988
H -0.5964 0.0223 -1.8816
H 2.0879 -0.5385 -2.3079
H 2.0256 -0.8207 -0.0710
C 1.6962 0.1129 -0.3176
N -0.3687 0.9406 -1.6310
H 1.1972 2.3675 -1.9405
H 1.1453 -1.0695 2.3982
H 1.5928 1.0774 1.6803
C 1.4402 1.2713 0.5590
C 0.8687 1.3187 -2.2850
C -2.3878 0.4994 1.4435
H -1.8552 1.3651 1.7550
H -0.9943 1.7008 -1.5173
H -0.5104 -2.5717 -0.4411
*
```

Results
Energy relative to the best compared isomer or geometry (same formula, charge and spin) ... 0.1778 eV


Density functional theory data (the ωB97M-V functional and the def2-TZVPD basis) for a structure of composition C44H40AsNO3Zr at a distorted geometry.

Geometry as ORCA input:
```
! wB97M-V def2-TZVPD RIJCOSX def2/J DEFGRID3
* xyz 2 1
C -1.6063 0.6090 2.5199
As 1.3642 -1.8050 -1.5173
H -2.3044 -1.6268 0.0703
H 2.6406 -2.8849 1.0255
H 3.4085 2.5839 -0.5245
H 2.6725 2.9035 1.0342
H -2.4662 -0.2025 -1.9881
C 2.1523 -1.2672 5.9699
H 1.9603 -4.4410 -2.9172
Zr 0.4872 0.1638 0.2768
H 0.7266 -2.9987 -6.4746
H 2.2639 1.1382 -3.4909
C 3.7345 -0.3707 -0.2850
H 0.7678 -4.2799 5.2508
C -2.7330 0.4374 3.3075
C -1.2624 1.4426 -1.3025
C 1.2225 -0.7636 2.3768
C -2.4552 2.9180 0.3468
H 3.9570 -6.8097 0.0216
H 5.6302 -0.4770 -3.6481
C -1.1880 2.3391 -0.2120
H 2.9765 -2.1826 -7.0667
C 2.3397 -4.5486 -1.9104
H -3.3104 0.8960 -0.9095
H -3.2203 2.9496 -0.4246
C 2.6330 -2.1183 -6.0431
C 0.9842 -2.6676 3.8726
H -0.9510 1.2479 -4.0810
C -2.4176 -1.0187 0.9632
C 3.0234 -1.4845 -3.7559
C 3.3323 -4.8607 0.6626
C 1.3669 -2.5809 -5.7097
H -0.0610 -2.8788 -4.1382
O 1.3890 0.4839 2.0759
C 5.0353 0.1149 -0.3726
C 2.9767 -5.7257 -1.5459
C 2.2013 -3.5190 -0.9866
H 6.7213 0.4546 -1.6423
H 4.4526 -1.2331 -5.3386
C 1.7466 -1.9523 -3.4291
C 3.4664 -5.8876 -0.2596
C -2.5795 0.8444 -1.7092
C 0.2296 3.6132 1.4713
H 3.7152 -4.9727 1.6685
H -2.8428 2.3454 1.1909
H 1.8311 -3.0389 7.1109
C 3.4625 -1.5779 -5.0719
H 1.9606 2.8664 -3.3812
H -0.7221 3.8097 1.9526
C -0.3488 0.5797 -3.4606
C 0.0800 2.7504 0.2466
H 0.5104 -3.1834 3.0483
C 1.2421 2.4517 -0.5110
C 5.0877 -0.4330 -2.7132
H 2.5730 4.1024 -0.2518
C 1.1222 -3.2710 5.0951
H 3.1812 2.1167 -2.3638
C -4.9201 -0.5891 3.6806
C 1.1170 1.8114 -1.7695
H 3.2702 -0.3941 0.6934
H 0.6853 4.5686 1.2082
C 3.7886 -0.9163 -2.6364
H -0.8478 1.3083 2.8565
H 2.7889 0.9964 5.3484
H -2.9806 1.3667 -2.5817
C 1.7154 -2.5651 6.1455
C -0.1274 1.2308 -2.1198
C -3.5566 -1.1942 1.7337
H -4.3244 -1.8983 1.4410
C 3.1030 -0.8772 -1.4125
N -5.8828 -0.6806 4.3002
H -0.8915 -0.3597 -3.3741
C 0.9226 -2.5044 -4.3971
C 2.1984 1.9707 -2.7996
H 5.5333 0.4941 0.5106
O 0.8203 -1.4821 1.3771
C 1.4236 -1.3433 3.6697
C -1.4386 -0.0844 1.3115
O 2.4165 0.6307 4.5369
H 0.5720 0.3749 -3.9925
C 2.5502 3.0298 -0.0406
H 0.8786 3.1321 2.2054
C 2.7084 -3.6775 0.2999
H -2.8523 0.9851 4.2331
H 2.6101 -0.7238 6.7886
H -2.2898 3.9405 0.6778
C -3.7268 -0.4513 2.8998
C 2.0073 -0.6317 4.7408
C 5.7059 0.0862 -1.5844
H 3.0885 -6.5187 -2.2729
*
```

Results
Energy relative to the best compared isomer or geometry (same formula, charge and spin) ... 0.0000 eV


Number 1: DFT total energy -2160.19153 hartree. Number 2: DFT total energy -389.10942 hartree. Number 3: DFT total energy -238.02510 hartree. Number 4: DFT total energy -2990.47217 hartree. Number 5: DFT total energy -659.53764 hartree. Number 6: DFT total energy -4263.55336 hartree.